(1)
{
  "formula": "C5H12NO2",
  "method": "the ωB97M-V functional and the def2-TZVPD basis",
  "species": ["C", "O", "C", "C", "C", "C", "O", "N", "H", "H", "H", "H", "H", "H", "H", "H", "H", "H", "H", "H"],
  "coordinates": [[-2.260023, -0.294430, 0.881263], [-3.415565, -0.767637, 0.462239], [-1.031614, -0.128227, -0.139102], [0.251907, 0.068669, 0.509732], [1.460525, 0.235293, -0.500794], [2.777973, 0.486455, 0.220946], [3.946555, 0.473326, -0.486085], [-1.265774, 0.692821, -1.369038], [-1.747420, -0.951495, 1.709981], [-2.302913, 0.845323, 1.368608], [-2.246339, 0.941944, -0.993721], [-1.122775, -1.160642, -0.455004], [0.314521, 0.983399, 1.142174], [0.675909, -0.829011, 1.142616], [1.306461, 1.035589, -1.186583], [1.600034, -0.715186, -1.081254], [2.737167, 1.414824, 0.779135], [2.666295, -0.377034, 0.904040], [-0.698091, -1.994707, -0.792990], [-1.646824, 0.040724, -2.116158]],
  "forces_ev_per_a": [[1.7720, 0.3444, 2.3163], [0.7043, 1.0073, -0.2033], [-1.5720, 2.0494, -0.3827], [4.4817, -0.0719, 1.1527], [-0.4114, -1.0034, -0.8088], [-0.6697, -0.2568, 0.1731], [-0.6171, -0.5754, 0.0851], [-3.5631, -1.0199, 1.5205], [-1.0342, 1.0994, -0.8590], [-0.2565, -2.2444, -1.1957], [1.3953, 0.8219, -1.4986], [0.2104, -2.5962, -0.7656], [-0.4466, -0.5838, -0.1404], [-1.6437, 1.4600, -0.7555], [-0.4996, 0.5143, -0.6597], [-0.3039, 0.7733, 0.3067], [-0.0656, 0.2279, 0.6491], [1.3962, 0.1762, 0.5381], [0.0334, -0.7702, -0.3335], [1.0901, 0.6479, 0.8610]],
  "relative_energy_ev": 8.105,
  "homo_lumo_gap_ha": [0.3452, 0.2245],
  "homo_energy_ha": [-0.38024, -0.31298],
  "spin_multiplicity": 2,
  "total_energy_ev": -10955.267
}

(2)
{
  "formula": "C2H8NS",
  "method": "the ωB97M-V functional and the def2-TZVPD basis",
  "species": ["C", "C", "N", "S", "H", "H", "H", "H", "H", "H", "H", "H"],
  "coordinates": [[0.255014, 0.593704, 1.293607], [0.276961, -0.318010, -0.954666], [0.010183, -0.597797, 0.437686], [-1.570110, 1.022155, -1.766787], [1.236531, 0.560614, 1.658374], [-0.031878, 1.456948, 0.695024], [-0.486392, 0.688791, 2.096606], [1.086184, 0.316775, -1.221203], [0.011148, -1.245966, -1.390884], [-0.987350, -0.869262, 0.484414], [0.672524, -1.414881, 0.645161], [-2.274405, -0.109505, -2.126904]],
  "forces_ev_per_a": [[-2.2284, 0.6658, 0.2739], [-4.2005, 1.4331, -1.6545], [0.7634, -0.3049, 0.7520], [2.1429, -2.5672, 1.1009], [1.3042, 0.2957, 0.3847], [0.7236, 0.0572, -0.2193], [0.4185, -0.7445, 0.1244], [0.7437, -0.0051, -0.0068], [0.5821, -0.4191, -1.6304], [0.6703, -0.2541, 0.2499], [-1.4359, 1.1381, 0.4016], [0.5160, 0.7051, 0.2236]],
  "charge": 1,
  "relative_energy_ev": 2.423,
  "homo_lumo_gap_ha": 0.3202,
  "homo_energy_ha": -0.51276,
  "total_energy_ev": -14519.751
}

(3)
{
  "formula": "C6H5NO3",
  "method": "the ωB97M-V functional and the def2-TZVPD basis",
  "species": ["C", "C", "C", "C", "C", "C", "N", "O", "O", "O", "H", "H", "H", "H", "H"],
  "coordinates": [[-1.058550, -1.095950, 0.652030], [-2.114381, -0.713700, 1.394776], [-1.107229, 1.105861, 0.715758], [-0.349579, 0.062220, 0.250154], [1.732080, -1.140463, -0.942230], [0.928794, 0.206874, -0.460197], [1.402098, 1.394814, -1.130230], [2.466705, 1.338385, -1.684259], [0.832335, 2.471596, -1.092461], [-2.185872, 0.647838, 1.419629], [-0.670758, -2.115853, 0.480073], [-2.968461, -1.208371, 1.885347], [-0.719453, 2.090673, 0.729303], [2.577450, -0.927333, -1.474530], [1.234820, -2.116590, -0.743164]],
  "forces_ev_per_a": [[1.0470, -2.2799, 0.1475], [-0.9318, 0.1096, -0.1470], [0.6318, -1.2474, 0.3174], [0.0594, 1.9296, -0.3745], [-6.2211, 5.1973, 3.5310], [1.9708, -7.3924, -2.2666], [0.6539, 1.4675, 0.4679], [1.5234, -1.1347, -0.7732], [-1.7662, -0.3430, 0.8629], [0.8767, 0.7215, -0.3462], [-0.7344, 0.6680, 0.2047], [0.8658, 0.1808, -0.4349], [-0.8397, 1.0929, 0.1764], [2.0073, 0.0238, -1.3145], [0.8571, 1.0062, -0.0508]],
  "relative_energy_ev": 6.997,
  "homo_lumo_gap_ha": [0.2832, 0.2738],
  "homo_energy_ha": [-0.32446, -0.33110],
  "total_energy_ev": -13929.019
}

(4)
{
  "formula": "C4H15NO3",
  "method": "the ωB97M-V functional and the def2-TZVPD basis",
  "species": ["C", "N", "C", "C", "C", "H", "H", "H", "H", "H", "H", "H", "H", "H", "H", "H", "O", "H", "H", "O", "H", "H", "O"],
  "coordinates": [[-0.766701, -0.080244, -1.064388], [0.533946, -0.183479, -0.555132], [0.334098, 0.215490, 0.921071], [-0.382607, 1.592406, 0.751431], [-1.274646, 1.365207, -0.411675], [-1.493514, -0.981519, -0.757290], [-0.853860, -0.055761, -2.157173], [0.966863, -1.085479, -0.613010], [1.354131, 0.146130, 1.424953], [-0.308795, -0.482773, 1.385189], [-0.933273, 1.837192, 1.699333], [0.402826, 2.414253, 0.493605], [-1.109102, 2.101038, -1.111066], [-2.281595, 1.238357, -0.017910], [-0.519856, -6.861765, 0.136516], [-0.188835, -5.368626, -0.066654], [-0.918959, -5.985972, 0.007280], [2.675047, -1.840593, 2.594468], [3.519992, -0.686578, 3.233349], [2.758782, -1.168943, 3.164269], [-0.027207, 4.058066, -2.621912], [-1.234258, 5.038454, -3.259048], [-0.252466, 4.775138, -3.176215]],
  "forces_ev_per_a": [[-3.3182, 0.1066, 0.1331], [0.7271, 0.9132, 2.3536], [2.6496, 0.7422, -1.8656], [2.5750, 0.3976, 1.6236], [-0.4006, -3.9477, 0.2985], [1.2017, 1.8096, -0.2101], [0.3310, 0.1295, 0.1394], [-0.0191, -0.4572, -0.1638], [-1.4474, 0.5595, -0.4323], [-0.9412, -0.8528, 0.6989], [0.6060, 0.0755, -0.9244], [-1.3122, -1.4117, 0.7958], [-0.4196, 1.6398, -1.7076], [-0.2755, 0.3289, -0.7598], [-0.1215, 0.4956, -0.0724], [0.1439, -0.0159, -0.0028], [-0.0242, -0.4828, 0.0728], [0.5125, -3.4821, -3.3585], [3.1177, 1.1502, -0.4446], [-3.5934, 2.3123, 3.8228], [-0.6121, -1.1559, 1.0150], [2.5229, -1.4030, 0.8048], [-1.9023, 2.5485, -1.8164]],
  "relative_energy_ev": 2.297,
  "homo_lumo_gap_ha": 0.3397,
  "homo_energy_ha": -0.32728,
  "total_energy_ev": -12021.921
}

(5)
{
  "formula": "C6H4",
  "method": "the ωB97M-V functional and the def2-TZVPD basis",
  "species": ["C", "C", "C", "C", "C", "C", "H", "H", "H", "H"],
  "coordinates": [[2.027965, -1.068294, -0.022434], [1.427645, -0.030682, -0.200941], [0.630067, 1.160344, -0.071882], [-0.755723, 1.188925, 0.003603], [-1.437199, -0.085306, -0.069626], [-1.909515, -1.244195, -0.079558], [2.693437, -1.918240, 0.379827], [1.126555, 2.130448, -0.082989], [-1.480211, 2.057405, 0.213531], [-2.323025, -2.190408, -0.069535]],
  "forces_ev_per_a": [[1.3111, -0.8486, 1.0097], [-0.2400, -0.3893, 0.7573], [-2.0716, 0.9673, -0.4886], [0.3782, -0.8073, 0.2675], [-1.4798, -3.9002, 0.1427], [2.2223, 5.7209, 0.0326], [-1.6303, 1.8436, -1.3074], [0.1586, -0.3208, 0.1661], [1.9079, -1.0306, -0.5402], [-0.5565, -1.2351, -0.0397]],
  "relative_energy_ev": 0.785,
  "homo_lumo_gap_ha": 0.3254,
  "homo_energy_ha": -0.32336,
  "total_energy_ev": -6281.690
}

(6)
{
  "formula": "C2H4O2S",
  "method": "the ωB97M-V functional and the def2-TZVPD basis",
  "species": ["C", "C", "O", "O", "S", "H", "H", "H", "H"],
  "coordinates": [[-1.143181, -0.742315, -0.838218], [0.610183, 0.005019, 0.530507], [-0.503461, -0.638255, 0.322289], [1.329826, -0.269688, 1.729871], [1.182625, 1.369331, -0.372851], [-1.938656, -1.453773, -0.809802], [-1.125138, 0.144846, -1.473623], [1.127073, 0.253646, 2.497796], [0.460728, 1.331189, -1.585970]],
  "forces_ev_per_a": [[-0.2911, 0.8422, -0.6031], [0.7416, 0.1453, 1.8951], [1.1552, -0.6223, 0.6603], [-0.7961, -0.5562, -2.6705], [-0.3259, 0.4024, -1.0965], [-0.3426, -0.0421, -0.0047], [-0.1808, -0.4971, 0.0397], [-0.6405, 0.7488, 0.2536], [0.6803, -0.4211, 1.5261]],
  "relative_energy_ev": 4.491,
  "homo_lumo_gap_ha": [0.2697, 0.2988],
  "homo_energy_ha": [-0.25355, -0.28220],
  "total_energy_ev": -17064.780
}

(7)
{
  "formula": "C7H7Cl3O2",
  "method": "the ωB97M-V functional and the def2-TZVPD basis",
  "species": ["C", "C", "C", "C", "C", "C", "C", "O", "O", "Cl", "Cl", "Cl", "H", "H", "H", "H", "H", "H", "H"],
  "coordinates": [[0.568927, -0.024643, -1.063809], [1.836184, -0.402749, -0.848145], [1.898738, -1.005933, 0.567449], [0.698283, -0.837316, 1.150701], [-0.338421, -0.241314, 0.168078], [-0.074748, 2.112362, 0.903068], [-2.425249, -1.011797, -0.895117], [-0.911191, 1.032682, 0.485361], [-1.292970, -1.213685, 0.001514], [3.332988, -0.494012, -1.816411], [3.396468, -1.604668, 1.217677], [0.275106, -1.256521, 2.740173], [0.297039, 0.486776, -1.973398], [-0.718104, 2.968124, 1.368315], [0.342296, 2.467739, -0.021522], [0.853698, 1.936747, 1.413571], [-2.715525, -1.951675, -1.007772], [-1.975663, -0.703225, -1.935038], [-3.047855, -0.256891, -0.454696]],
  "forces_ev_per_a": [[1.3941, 0.1314, -1.0140], [0.1496, -1.2806, 1.2697], [0.0002, 0.8644, -0.5032], [0.6614, -0.0014, -0.0966], [1.3924, 0.8326, -0.7315], [-0.9757, 1.6099, -1.1207], [4.5788, 4.0808, -1.1538], [-0.4387, -1.2925, 1.3953], [-0.3511, 0.2582, 0.3030], [-1.7755, 0.4575, 0.5597], [-1.0915, 0.2143, -0.1114], [-0.0815, -0.0265, 0.0460], [-0.4711, -0.0387, -0.0216], [1.1460, -1.9553, -0.6713], [0.0438, 0.9634, -0.6598], [-0.0809, -0.9226, 1.2634], [-2.2719, -3.7600, -0.3289], [-1.1082, -0.1514, 1.7657], [-0.7202, 0.0167, -0.1901]],
  "relative_energy_ev": 0.000,
  "homo_lumo_gap_ha": 0.3335,
  "homo_energy_ha": -0.32682,
  "total_energy_ev": -49031.751
}

(8)
{
  "formula": "C2H13NO4",
  "method": "the ωB97M-V functional and the def2-TZVPD basis",
  "species": ["C", "N", "C", "O", "H", "H", "H", "H", "H", "H", "H", "H", "H", "O", "H", "H", "O", "H", "H", "O"],
  "coordinates": [[0.591370, -0.284930, -1.307371], [0.068941, -1.601051, -0.872162], [0.761756, -2.015655, 0.322720], [2.175898, -2.043800, 0.105243], [1.558978, -0.348348, -1.804459], [0.593116, 0.355081, -0.430582], [-0.144769, 0.073788, -2.026520], [0.304554, -2.319176, -1.549019], [0.542607, -1.356386, 1.166392], [0.457465, -3.014405, 0.644110], [2.635858, -1.600925, 0.781312], [-1.796851, 2.775979, 0.502262], [-2.181254, 1.364401, 0.205511], [-1.752661, 1.900669, 0.881358], [-1.527420, 2.838679, -2.566841], [-0.619185, 2.319098, -1.335785], [-1.480547, 2.345989, -1.759089], [-0.269703, 1.339189, 2.111683], [-0.650690, 0.330241, 3.009917], [0.156827, 0.568566, 2.531269]],
  "forces_ev_per_a": [[-1.1634, -0.7663, -0.6084], [0.8706, -0.3807, 0.9284], [-0.0771, 0.1175, 0.4693], [-0.3865, -1.1584, -1.2970], [0.1558, 0.1250, 0.2631], [0.1680, 0.2548, -0.0819], [0.2403, 0.4471, 0.0405], [-0.2248, 0.2096, -0.3406], [-0.0817, 0.2656, -0.3101], [-0.1721, -0.1731, -0.3669], [0.6558, 0.9554, 1.3019], [0.0127, 0.6810, -0.3627], [0.0543, -0.1181, -0.2587], [-0.0431, -0.5160, 0.9195], [0.6550, 0.7790, -0.9225], [0.7631, 0.5508, -0.4382], [-1.4393, -1.1770, 1.1479], [0.5706, 0.0698, -0.7802], [0.3412, -0.6559, 0.2679], [-0.8994, 0.4896, 0.4287]],
  "charge": -1,
  "relative_energy_ev": 0.306,
  "homo_lumo_gap_ha": [0.0961, 0.3510],
  "homo_energy_ha": [0.02880, -0.23048],
  "spin_multiplicity": 2,
  "total_energy_ev": -11963.547
}